[1]
Computed, not measured: a gas-phase ion, C5H9O4S (charge -1), with ωB97M-V/def2-TZVPD.

Cartesian coordinates (Å):
1 H 0.147 3.038 -1.214
2 C 0.356 1.950 -1.250
3 H 1.832 -0.272 0.581
4 H -0.078 1.514 -2.151
5 O -0.950 0.349 2.561
6 C -1.073 -1.177 -0.490
7 C 0.189 -0.178 0.067
8 H -1.862 -0.533 -0.705
9 H -1.875 -2.866 -1.428
10 H -1.059 1.574 0.534
11 O -0.103 -1.923 2.034
12 O 1.573 -0.073 2.250
13 O 1.491 -0.555 -0.284
14 H 0.802 1.765 0.756
15 S 0.130 -0.489 1.938
16 H 1.524 1.966 -1.384
17 H -0.030 -2.965 -0.993
18 C 0.010 1.319 0.109
19 C -1.023 -2.445 -0.930

Cartesian forces, eV/Å:
H -0.2886 -0.4592 -0.1924
C 2.0277 1.3620 -0.0620
H 1.8275 -0.2528 0.5855
H -0.1349 -0.0758 0.1819
O 2.0134 -1.1173 -0.9290
C 3.8942 1.1194 -0.4986
C -2.4937 -2.4387 1.5488
H -1.9056 0.6054 0.1196
H -0.3124 -0.2967 0.0315
H 2.2063 -0.3503 -0.9925
O 0.2467 0.2204 0.7002
O -2.3563 -0.3843 -0.0261
O -1.2014 0.0949 -0.6725
H -0.9460 -0.6511 0.1664
S 0.1981 0.1294 0.6449
H -2.1194 -0.4871 0.1382
H -1.2364 0.3155 0.4578
C -1.3381 1.2360 -1.3147
C 1.9188 1.4302 0.1134

* SMILES string: C=C[C@@](O)(CC)S(=O)(=O)[O-]
* net charge: -1
* HOMO-LUMO gap: 8.8 eV
* spin multiplicity: 1
* highest occupied orbital energy: -5.14 eV

=====

[2]
Computed, not measured: a single C30H30Cl4N3O2P molecule, with ωB97M-V/def2-TZVPD.

Cartesian coordinates (Å):
1 H 0.131 -10.460 -1.221
2 H 8.856 -4.953 2.430
3 H 4.058 -1.996 -0.717
4 H 2.630 -3.062 -5.555
5 C 6.392 -3.854 0.943
6 C 8.223 -5.363 1.627
7 C 1.829 -2.399 -5.886
8 H 1.626 -4.654 -1.664
9 C 0.562 -1.472 2.189
10 P 1.871 -3.284 0.810
11 H -0.938 -10.350 1.215
12 Cl 2.929 -0.211 1.994
13 H 9.608 -3.780 0.271
14 C 0.099 -5.382 1.276
15 C 1.181 -1.313 -1.156
16 C -0.341 -6.691 1.136
17 O -1.477 -2.658 2.157
18 H 2.175 -1.830 -6.755
19 H 1.322 -9.170 -1.536
20 C 0.485 -7.663 0.505
21 C -1.198 -9.483 0.588
22 N 0.001 -8.863 0.078
23 Cl 1.449 2.255 3.269
24 N 7.673 -4.301 0.814
25 H 6.426 -2.630 -0.867
26 H 6.022 -4.863 2.841
27 H 8.346 -2.731 -0.424
28 C -0.825 0.766 3.167
29 Cl -3.211 -0.527 3.169
30 H -1.785 -9.846 -0.265
31 C 0.574 0.831 2.921
32 O 1.227 -2.682 2.137
33 C 1.240 -0.290 2.377
34 H -0.583 -4.637 1.687
35 N 1.469 -1.449 -4.856
36 H 1.817 0.254 -5.978
37 C 2.267 -6.012 0.391
38 C 8.599 -3.762 -0.163
39 H 3.637 -4.295 2.913
40 C 3.646 -3.239 1.012
41 H 7.438 -5.976 2.077
42 H 0.725 0.507 -4.590
43 H 1.559 -10.276 -0.164
44 C 1.352 -1.832 -3.552
45 C 1.521 -3.592 -1.881
46 C 4.238 -3.957 2.070
47 C 1.831 -7.314 0.212
48 C 1.008 -0.185 -5.380
49 H 8.846 -6.002 0.986
50 C 4.478 -2.673 0.022
51 C 1.418 -2.662 -0.817
52 H -1.799 -8.791 1.175
53 H 0.144 -0.342 -6.044
54 C 1.523 -3.199 -3.208
55 H 0.951 0.143 -2.719
56 H 0.973 -3.022 -6.188
57 H 8.604 -4.373 -1.082
58 H 2.519 -8.053 -0.196
59 C 0.804 -9.734 -0.754
60 H 1.668 -3.954 -3.982
61 C 5.584 -4.273 2.036
62 C -0.875 -1.593 2.393
63 Cl -1.652 2.142 3.776
64 H 3.297 -5.773 0.136
65 C 5.821 -2.997 -0.036
66 C 1.392 -5.015 0.872
67 H -1.350 -6.948 1.449
68 C -1.535 -0.403 2.902
69 H 1.048 -0.566 -0.377
70 C 1.122 -0.907 -2.490

Cartesian forces, eV/Å:
H 0.2142 0.0822 0.0200
H -0.1009 -0.1861 -0.0897
H -0.0225 -0.2642 -0.0467
H 0.0017 0.1487 -0.0721
C -0.3274 -0.1096 -0.1410
C 0.1602 0.0131 0.1241
C -0.1283 -0.0960 -0.0135
H 0.0359 0.2649 -0.0159
C -1.5089 0.8029 0.9031
P 0.1310 -0.9752 0.5103
H -0.1443 0.1496 -0.0191
Cl -0.0283 0.0161 0.1373
H -0.2399 0.0846 -0.1839
C -0.1649 -0.3036 0.0223
C 0.1344 -0.0953 -0.4171
C 0.4741 -0.0609 -0.2175
O 0.0941 -0.2221 0.0153
H -0.0333 -0.2068 0.0994
H -0.1641 -0.0906 0.0736
C 0.0556 0.5930 -0.1133
C -0.0606 -0.1657 -0.0153
N 0.0317 -0.2342 -0.0785
Cl 0.2819 0.5528 0.0133
N 0.1767 0.0872 0.0476
H -0.2733 -0.0685 0.3446
H -0.2167 0.3130 -0.1861
H 0.1674 -0.1954 0.1118
C 0.6017 -0.9113 -0.3848
Cl -0.4507 -0.0001 0.1067
H -0.1080 0.0600 0.2498
C -0.4901 -0.6636 -0.5046
O 0.3933 -0.2692 -1.3614
C -0.6031 0.6412 0.7676
H 0.1374 0.0699 -0.0628
N 0.0313 -0.0282 0.0202
H -0.2090 0.1399 0.1183
C -0.3829 0.1430 0.1518
C -0.0090 -0.1140 -0.0883
H 0.0237 -0.0401 -0.2515
C 0.2388 0.2178 -0.3790
H 0.2086 0.0740 -0.2026
H 0.0328 -0.0768 -0.1672
H -0.0719 -0.0406 -0.1504
C 0.1221 -0.1178 0.5276
C 0.1445 0.1458 0.2894
C 0.0087 -0.0343 -0.4379
C -0.1906 0.1831 0.0106
C 0.0182 0.1168 -0.1803
H -0.1546 0.0724 0.2284
C -0.1707 -0.6015 0.3489
C -0.0880 0.2290 -0.2638
H 0.0793 -0.1717 -0.1298
H 0.0978 0.1116 0.1742
C -0.0919 0.2516 0.2393
H 0.0449 -0.3277 0.2260
H 0.1148 0.0706 -0.0396
H 0.0531 0.2072 0.1514
H -0.2097 0.2437 0.2030
C 0.0879 -0.0114 0.1968
H -0.1975 0.2496 0.3434
C 0.0889 0.2402 -0.1781
C 0.2560 0.2053 -0.0986
Cl 0.0042 0.1801 0.0898
H -0.1625 0.0646 0.0320
C 0.0824 0.0182 0.2500
C 0.5697 -0.1317 -0.1639
H 0.2479 0.1936 -0.0986
C 1.2133 0.1397 -0.3491
H 0.0629 -0.1398 -0.1304
C 0.0805 -0.4225 0.0845

* HOMO-LUMO gap: 6.5 eV
* spin multiplicity: 1
* highest occupied orbital energy: -6.27 eV

=====

[3]
Computed, not measured: a single C3H5N2PS molecule, with ωB97M-V/def2-TZVPD.

Cartesian coordinates (Å):
1 C 0.170 1.697 -0.681
2 C 1.685 -0.074 0.132
3 H 1.472 -2.015 1.067
4 N 1.067 0.938 -0.423
5 S 4.200 0.615 -0.308
6 H -0.515 3.890 -0.312
7 C 0.805 -1.223 0.661
8 N 2.958 -0.216 0.188
9 H 0.156 -1.402 -0.128
10 H 0.153 -0.659 1.392
11 P -0.879 2.745 0.330
12 H 0.211 3.004 1.244

Cartesian forces, eV/Å:
C 0.3440 -0.3048 -0.3309
C 0.5096 -2.2493 0.2892
H -1.0166 0.5029 -0.3657
N -1.1964 1.1939 -0.6470
S 0.4888 0.6030 -0.6779
H -0.0820 0.9889 -0.8849
C 1.1100 2.8254 1.5405
N 0.4047 -0.4274 1.2132
H -1.1926 -1.4365 -1.4734
H 0.6489 -1.2381 -0.0258
P 0.6524 -0.3057 1.2104
H -0.6706 -0.1522 0.1525

* SMILES string: C/C(N=S)=N\C#[PH2]
* HOMO-LUMO gap (alpha / beta): 7.0 / 5.9 eV
* spin multiplicity: 1
* highest occupied orbital energy (alpha / beta): -7.92 / -7.10 eV

=====

[4]
Computed, not measured: a gas-phase ion, C4H9N (charge -1), with ωB97M-V/def2-TZVPD.

Cartesian coordinates (Å):
1 N -0.284 -0.798 0.351
2 H -0.407 1.480 1.900
3 H 1.232 0.767 1.942
4 H 0.296 2.055 -1.327
5 H 1.005 2.182 0.970
6 H -0.194 0.457 -1.986
7 C 0.073 0.497 0.109
8 H -0.623 -1.124 1.245
9 C 0.216 0.990 -1.138
10 C 0.497 1.283 1.319
11 C -0.423 -1.765 -0.706
12 H -1.205 -1.455 -1.428
13 H 0.470 -1.894 -1.306
14 H -0.788 -2.685 -0.238

Cartesian forces, eV/Å:
N 0.2757 -0.2870 -0.4008
H 0.1950 0.2977 0.2888
H -0.2494 -0.3034 -0.0708
H 0.5420 0.0024 0.3591
H -0.3459 0.2922 0.1761
H 0.1739 -0.2895 0.0252
C 0.7877 -0.5419 0.0681
H 0.2788 0.4321 0.2186
C -0.9334 0.3096 -0.4575
C -0.2425 0.0361 -0.2464
C -1.2930 0.4318 -0.0759
H 0.1069 -0.1351 0.1601
H 0.4388 -0.1151 0.1365
H 0.2654 -0.1297 -0.1811

* ⟨S²⟩: 0.750
* net charge: -1
* HOMO-LUMO gap (alpha / beta): 2.9 / 8.2 eV
* spin multiplicity: 2
* highest occupied orbital energy (alpha / beta): 1.42 / -4.00 eV

=====

[5]
Computed, not measured: a single C20H22N4O3 molecule, with ωB97M-V/def2-TZVPD.

Cartesian coordinates (Å):
1 C -0.068 0.766 -1.614
2 H 1.351 -4.308 1.907
3 H 0.382 5.597 1.705
4 H 0.026 6.669 -0.498
5 C -1.128 1.557 -1.187
6 O -3.154 -1.530 1.498
7 H -1.797 3.474 -0.580
8 C 0.849 -1.650 1.933
9 H -1.379 -0.270 0.346
10 H 2.311 3.179 -1.717
11 C -0.945 2.902 -0.911
12 H 0.867 -3.639 -0.932
13 C -2.865 -3.212 -0.220
14 H -3.264 -3.934 0.492
15 C -0.371 5.668 -0.310
16 C 0.865 -0.268 2.015
17 H 1.996 0.776 -2.189
18 C 1.817 -2.322 1.196
19 O -1.025 -4.556 1.373
20 C 1.696 -3.813 0.997
21 C -1.568 -3.735 -0.844
22 H -1.278 6.192 1.567
23 C -0.622 -4.164 0.300
24 N -1.623 -1.147 -0.098
25 H -3.612 -3.022 -0.996
26 H -0.936 4.464 1.404
27 C 1.354 2.708 -1.560
28 C 2.824 -0.208 0.639
29 N -0.900 -2.746 -1.660
30 H 0.075 -2.213 2.434
31 H 2.641 -4.254 0.671
32 H -2.120 1.141 -1.094
33 H 1.861 1.534 1.422
34 C 1.851 0.456 1.365
35 O 0.603 4.800 -0.858
36 H 0.435 -0.985 -2.572
37 H -1.771 -4.605 -1.479
38 C -0.566 5.464 1.190
39 C -0.925 -1.544 -1.229
40 C 0.301 3.494 -1.082
41 C -2.590 -1.916 0.506
42 N -0.201 -0.599 -1.889
43 C 1.173 1.371 -1.822
44 H 0.106 0.242 2.590
45 C 2.802 -1.590 0.548
46 H 3.559 -2.105 -0.027
47 H -1.322 5.569 -0.846
48 H 3.600 0.353 0.139
49 N 0.685 -4.042 -0.021

Cartesian forces, eV/Å:
C -0.0890 0.4386 0.1116
H 0.1426 0.0082 -0.0851
H 0.0635 0.0249 0.0676
H -0.1321 -0.1268 -0.0218
C 0.1555 -0.2067 -0.1805
O -0.0822 0.0478 0.1745
H -0.0487 0.0906 0.0474
C 0.0746 -0.0311 0.0532
H -0.0893 -0.1367 0.0201
H 0.1319 0.0546 -0.0258
C 0.1275 0.3957 0.1127
H -0.1241 0.0511 0.1877
C 0.1053 -0.2299 0.0670
H -0.0167 0.1535 -0.0268
C -0.2452 0.2187 0.2952
C -0.0051 0.0357 0.0599
H 0.1168 -0.0772 0.0127
C 0.0814 -0.0656 0.0588
O -0.2077 -0.0091 0.4599
C -0.1047 -0.0375 0.0727
C -0.1435 0.0451 0.2140
H -0.0893 0.0668 0.0721
C 0.0543 -0.1183 -0.5468
N 0.4290 0.4233 -0.2112
H 0.0377 0.0180 -0.0037
H -0.0540 -0.0552 0.0721
C -0.1636 0.1829 0.0295
C 0.0490 0.0688 -0.0230
N -0.1084 0.1033 -0.5803
H -0.1124 -0.0829 0.0643
H -0.0497 0.0250 0.1134
H -0.0629 -0.0339 -0.0102
H -0.0066 0.1058 0.0030
C 0.0279 0.0797 0.0325
O 0.2092 -0.1305 -0.0946
H -0.1406 -0.0835 0.1021
H -0.0417 0.0540 0.1970
C 0.1318 -0.0779 -0.3909
C -0.1189 -0.4759 0.0715
C 0.0351 -0.2406 -0.0689
C -0.2953 -0.3172 -0.0705
N 0.1973 0.0239 -0.2224
C -0.2073 0.0142 0.0342
H -0.0757 0.0572 0.0700
C 0.0095 -0.0536 0.0628
H 0.0928 -0.0663 -0.0564
H 0.1095 0.0296 -0.0136
H 0.0760 0.0570 -0.0557
N 0.3567 -0.2179 -0.2510

* SMILES string: CCOc1ccc(NC2=N[C@@H](C(=O)NCc3ccccc3)CC(=O)N2)cc1
* HOMO-LUMO gap: 8.7 eV
* spin multiplicity: 1
* highest occupied orbital energy: -8.07 eV

=====

[6]
Computed, not measured: a single C4H4BrNO3 molecule, with ωB97M-V/def2-TZVPD.

Cartesian coordinates (Å):
1 O 0.951 -0.651 2.355
2 C 0.332 -0.224 1.325
3 H -1.648 0.515 -1.780
4 C -1.017 0.757 -0.949
5 H -0.944 1.732 1.024
6 N 0.800 -0.641 0.142
7 H 1.730 -2.095 -0.843
8 C -1.355 1.696 -0.051
9 O 0.483 -0.664 -2.130
10 H 1.668 -1.229 2.086
11 O 1.678 -1.695 0.022
12 Br -2.874 2.738 -0.191
13 C 0.195 -0.237 -1.011

Cartesian forces, eV/Å:
O 0.5274 -0.6460 0.8928
C -0.9175 1.3405 -0.5320
H -0.0948 0.4569 -0.5885
C 1.0498 -0.4600 0.9035
H -0.1511 0.1549 -2.3358
N -0.3678 -0.5533 -0.6204
H -0.6863 0.4884 -1.0579
C 1.0590 -1.5615 1.9041
O 0.2282 0.0433 2.1073
H 0.8276 -0.7895 0.1735
O 1.5379 -0.4564 2.0405
Br -0.6187 0.4326 -0.3712
C -2.3937 1.5502 -2.5158

* HOMO-LUMO gap: 9.5 eV
* spin multiplicity: 1
* highest occupied orbital energy: -9.45 eV

=====

Short version: energy above the lowest of the compared OMol25 structures with the same formula, charge and spin = 20.4; 0.0; 86.5; 9.0; 31.8; 48.6 kcal per mole, in the order given.
Short version: F_max = 4.1; 1.9; 3.4; 1.4; 0.6; 3.8 eV/A, in the order given.